Entry 1:
DFT (ωB97M-V with the def2-TZVPD basis set) results for a molecular structure, C22H33Br12F9N2O8.

Geometry (Å):
Br: 1.18487 8.16355 -0.94805
Br: -1.05540 1.02701 4.76697
Br: -2.36739 -0.76778 -6.83670
Br: -1.92147 5.88277 0.90074
Br: 1.85765 1.05280 3.61336
Br: -2.83180 3.26479 2.34084
Br: -0.02914 4.49802 3.10099
Br: 0.14844 5.28810 -1.93909
Br: 0.56378 0.13671 -7.68400
Br: 2.46072 5.51972 0.35276
Br: -2.18823 1.69739 -8.83446
Br: 1.52611 0.43113 6.68441
F: -4.26251 -1.36505 -2.08430
F: -4.78345 0.10032 -3.55387
F: -0.85788 -8.51356 -2.02516
F: -2.22802 -9.36414 -0.47081
F: 0.93249 -1.24248 0.92087
F: -2.53051 -7.34442 -1.21205
F: -2.72408 -0.56150 -3.34022
F: 2.76871 -0.10707 1.00930
F: 2.32780 -1.27631 -0.70843
O: -0.65728 -6.54059 0.48737
O: 6.51613 0.93588 -0.96774
O: -0.86038 -2.02594 3.08356
O: 0.20418 -8.60144 0.62108
O: -3.04127 0.75264 -0.63002
O: -3.77334 2.04895 -2.27554
O: 0.75265 1.65385 0.27834
O: 0.55899 0.41442 -1.57855
N: 7.42211 2.87369 -0.29226
N: -2.42910 -3.02561 4.45064
C: 0.33278 -6.02191 1.38149
C: -4.94329 3.67508 -0.83598
C: -3.84929 -0.27145 -2.69146
C: 6.58292 1.80915 -0.11517
C: -3.68216 3.25340 -1.53374
C: -0.07406 -4.63767 1.86109
C: -0.08532 1.52867 -2.24203
C: 5.73421 1.75672 1.16443
C: -2.00417 -2.18216 3.48590
C: -1.25187 0.80796 -7.35064
C: -1.57500 -3.83514 5.32664
C: 1.64356 6.31499 -1.22176
C: -0.26042 1.19877 -3.70528
C: 1.03183 0.69214 -0.37724
C: -0.58228 -7.82466 0.16708
C: -1.57493 -8.25968 -0.91245
C: 0.69609 0.21282 4.92074
C: -3.14769 -1.45302 2.79729
C: 1.77962 -0.52318 0.23179
C: -1.28878 4.19019 1.62852
C: -3.53345 0.88882 -1.71429
C: 8.24135 3.10917 -1.44735
H: -2.76894 3.33450 -0.93611
H: -2.21309 -4.53393 5.86027
H: 0.54042 -0.82986 4.67184
H: 5.13975 0.85529 1.12808
H: -2.91079 -1.25708 1.75538
H: -5.77578 3.68317 -1.53713
H: -3.36619 -2.85604 4.76940
H: -3.34648 -0.49482 3.28498
H: 0.69592 1.22456 -4.22900
H: -4.86505 4.58028 -0.23988
H: 8.54643 4.15475 -1.49493
H: -0.90387 0.34636 -3.89705
H: 5.19980 2.69362 1.30423
H: 0.57717 2.38904 -2.18017
H: 9.17357 2.54349 -1.33806
H: -0.71970 2.09564 -4.14472
H: 7.71250 2.85546 -2.36049
H: -0.83031 3.61230 0.83444
H: -0.98068 -3.20767 5.98546
H: 0.49441 -4.46371 2.78013
H: -0.94331 -4.45021 4.68818
H: -1.22205 1.48200 -6.50754
H: -3.41847 4.04707 -2.24437
H: 0.46014 -6.64771 2.26742
H: -4.08700 -2.00399 2.87887
H: -1.03490 1.69747 -1.73572
H: -5.14959 2.90517 -0.08185
H: 1.28622 -6.04112 0.85096
H: 2.42459 6.27829 -1.96689
H: -1.14934 -4.63853 1.99813
H: 6.50276 1.72079 1.94338
H: 7.63475 3.35458 0.56928
H: 0.42406 -3.86407 1.27590

The LUMO energy is -0.0161 Eh. The calculation puts the frontier orbital gap at 9.03 eV.

=====

Entry 2:
DFT (ωB97M-V with the def2-TZVPD basis set) results for a molecular structure, C22H33Br2O17PS2.

Geometry (Å):
Br: 9.23951 -0.72640 1.41752
Br: 5.41144 -3.19517 1.70981
S: -1.15988 -2.59116 -0.74073
S: 5.58752 3.03904 1.04722
P: 5.41876 0.23479 1.40590
O: -2.45739 1.74329 3.01819
O: 6.38411 -0.69297 2.29641
O: 5.76058 1.64424 2.00193
O: 3.97732 -0.03168 1.99581
O: -2.85172 -4.01853 -4.30228
O: -1.26138 -2.43271 -4.46530
O: 2.96714 3.02945 2.59862
O: 0.07801 1.01394 -1.74911
O: 1.66091 2.60339 0.82452
O: -5.19934 4.50387 -0.54414
O: 5.55199 0.01781 -0.03248
O: -1.30732 0.62363 4.59671
O: -2.45267 2.49452 5.10713
O: -3.34093 3.25167 -0.72585
O: -0.50932 0.16684 0.22561
O: -0.71635 -4.57509 -4.05743
O: -4.64248 3.52937 -2.50187
C: -3.41511 2.93884 -2.99187
C: -2.00160 1.53399 4.27490
C: -4.47013 3.83001 -1.19689
C: -2.86428 2.33226 -1.72248
C: 0.68880 1.82876 1.53114
C: 8.48724 -3.38317 0.71476
C: -2.81444 -5.46146 -4.32298
C: 2.83305 2.84528 1.43227
C: 7.99003 -2.12129 1.31698
C: 0.67523 0.37447 1.05888
C: -4.02072 -6.04703 -3.63899
C: -0.43829 -1.28553 -1.76189
C: 3.94005 2.93494 0.40924
C: -3.68107 1.96895 -4.11183
C: 0.60829 -0.65627 2.18897
C: -1.58034 -3.56624 -4.29722
C: 6.76543 -1.88005 1.74729
C: -1.48374 -5.71666 -3.64709
C: -3.45533 2.78055 3.07957
C: -0.26610 0.05999 -1.10127
C: -4.12182 4.26679 5.04775
C: -3.02423 3.55336 4.30568
H: -2.77453 3.75463 -3.33741
H: -1.56422 -5.70238 -2.55799
H: -4.43309 2.31187 3.20951
H: -0.99571 -6.63255 -3.96854
H: -1.78196 2.26418 -1.69883
H: -4.19862 2.46457 -4.93194
H: -4.31176 1.14744 -3.77010
H: -3.45220 3.36069 2.16531
H: -4.93366 3.58029 5.28928
H: -3.99280 -7.13487 -3.69352
H: -4.51600 5.08098 4.44080
H: 3.52721 -0.71013 1.47530
H: -1.12949 -1.16507 -2.58884
H: -2.74207 1.56204 -4.48613
H: 0.81572 1.90031 2.60626
H: -3.74562 4.67819 5.98351
H: 3.82419 3.89881 -0.09506
H: 7.85665 -4.22913 0.96540
H: -4.05504 -5.74456 -2.59196
H: 9.50529 -3.59607 1.02178
H: -0.06230 -3.00061 -0.10684
H: 1.53111 0.20589 0.40551
H: 0.96144 -0.23176 3.12173
H: 1.26280 -1.49667 1.95679
H: 3.82566 2.17804 -0.36189
H: -2.77835 -5.77180 -5.37086
H: 0.52018 -1.58119 -2.17414
H: -2.21486 4.24598 4.05818
H: -0.40611 -1.01696 2.29874
H: -3.29283 1.34773 -1.51381
H: -0.28253 2.24733 1.29384
H: 8.48016 -3.27942 -0.37044
H: -4.93604 -5.69839 -4.11479

For the energy above the lowest of the compared OMol25 structures with the same formula, charge and spin, the calculation gives 4.5 kcal per mole. The LUMO energy is 0.0021 Eh. The calculation puts the frontier orbital gap at 9.24 eV.

=====

Entry 3:
DFT (ωB97M-V with the def2-TZVPD basis set) results for a molecular structure, C22H33BrN4O3PRuS2Te.

Geometry (Å):
Te: -1.88220 -0.27125 1.65128
Ru: -0.36685 -1.38907 -0.36820
Br: -4.56763 -6.35941 -2.29980
S: 1.86097 -1.60114 -4.55733
S: 0.46703 -2.97452 1.03647
P: -2.25065 0.87774 -0.39963
O: -1.66564 0.00369 -1.48233
O: -1.56389 2.30597 -0.44981
O: -3.76279 1.26242 -0.71149
N: -1.68257 -2.99527 -0.88481
N: 2.32921 2.09431 -0.04322
N: 0.70340 -1.81498 -2.03095
N: 0.81938 0.34131 -0.27196
C: -1.26827 -3.95371 -1.72199
C: 4.52827 -1.84881 2.76964
C: 1.85976 0.63245 1.87230
C: 1.66269 1.01354 0.43757
C: -2.94448 -3.05468 -0.44601
C: 2.13909 2.56201 -1.41563
C: 4.34984 -1.92613 1.39392
C: -3.83797 -4.03317 -0.83711
C: 2.03414 -2.51371 1.71672
C: -5.63724 -0.08157 0.06025
C: -2.09049 -4.97112 -2.16813
C: -2.67706 4.40604 -0.00749
C: 2.66384 4.08776 1.39865
C: 3.10962 -2.25618 0.86768
C: -3.39729 -5.00273 -1.71997
C: -4.71400 0.24224 -1.09071
C: -1.80679 3.30829 0.55667
C: 3.45989 -2.10960 3.61763
C: 2.21890 -2.44466 3.09504
C: 1.19396 -1.70792 -3.09088
C: 3.28069 2.84938 0.76186
C: 2.95035 1.76702 -2.42808
H: -4.84732 -4.03406 -0.45245
H: 5.49713 -1.59273 3.17829
H: 2.44174 3.61038 -1.43511
H: -4.17289 -0.63782 -1.44388
H: -2.82982 5.17995 0.74582
H: -0.82447 3.67993 0.85057
H: 1.77509 1.50512 2.51896
H: -3.64707 4.00887 -0.30355
H: 3.59290 -2.05447 4.69047
H: 4.10513 3.13751 0.10529
H: 2.77913 2.14764 -3.43496
H: 0.70104 0.71042 -1.20959
H: 2.95866 -2.30552 -0.20370
H: -1.70903 -5.71679 -2.84959
H: 2.68582 0.71092 -2.42828
H: -6.16491 0.81208 0.39303
H: -6.37647 -0.81862 -0.25746
H: 5.18039 -1.73118 0.72729
H: 2.83432 0.16803 2.03822
H: 1.07467 2.55757 -1.65969
H: 3.41143 4.64086 1.96791
H: -5.07798 -0.48809 0.90381
H: -2.20612 4.85889 -0.87952
H: 2.25774 4.75587 0.63759
H: -0.23943 -3.89060 -2.04309
H: 1.85248 3.81390 2.07489
H: -5.25942 0.65700 -1.93715
H: 1.38259 -2.64886 3.75235
H: 1.08710 -0.08326 2.14488
H: -2.26261 2.84298 1.43419
H: 4.01696 1.84562 -2.21043
H: 3.71071 2.20174 1.52114
H: -3.24270 -2.28785 0.25358

For the energy above the lowest of the compared OMol25 structures with the same formula, charge and spin, the calculation gives 0.0 kcal per mole. The LUMO energy (alpha / beta) is 0.0070 / -0.0331 Eh. As for the expectation value of S²: 0.758. The calculation puts the frontier orbital gap (alpha / beta) at 7.65 / 6.52 eV. Its multiplicity is 2.